# 1
ORCA calculation (wB97M-V/def2-TZVPD) on a molecular structure, C23H30CuNP.

Structure (XYZ):
```
56
Properties=species:S:1:pos:R:3:mulliken_spin:R:1
C -3.71921 0.86378 -1.40009 -0.0033
C -2.99754 -0.07834 -2.14979 -0.0014
C -1.61732 -0.25390 -1.88565 -0.0328
C -1.06004 0.44217 -0.81549 0.0841
C -1.76580 1.40273 -0.09375 0.0041
C -3.13106 1.61292 -0.36740 0.0075
C -0.81324 -1.18586 -2.74823 0.0430
C 0.72097 -0.92285 -2.98596 -0.0088
N 1.30787 0.23210 -2.25992 0.0057
Cu 0.85791 -0.02850 -0.36784 0.0813
C -1.08617 2.30235 0.94325 -0.0258
P 0.81056 2.39706 0.75357 -0.0379
H -3.46015 -0.66890 -2.95667 0.0006
H -3.64028 2.36892 0.24818 0.0004
H -4.77217 1.04106 -1.60947 0.0001
H -1.31297 1.94912 1.98190 -0.0022
H -1.42239 3.36279 0.79373 -0.0053
H -0.85964 -2.22634 -2.36870 -0.0132
H -1.24045 -1.19021 -3.76441 0.0017
H 1.32470 -1.80498 -2.77738 0.0003
C 1.44664 2.65143 2.46897 0.0013
C 1.06790 3.89222 -0.28207 0.0006
H 0.83057 -0.70735 -4.05077 0.0005
C 0.89579 1.49059 -2.90815 0.0022
C 2.79300 0.15017 -2.26677 -0.0010
H 2.15721 2.07253 0.19798 -0.0263
H 1.25275 1.45359 -3.94097 0.0006
H -0.19470 1.55969 -2.90745 -0.0015
H 1.34987 2.34094 -2.40609 -0.0004
H 3.12262 0.21181 -3.29877 0.0003
H 3.22842 0.98878 -1.71686 -0.0004
H 3.14978 -0.80062 -1.84864 0.0003
H 1.15830 4.70015 0.46381 0.0006
H 2.02958 3.69458 -0.81133 0.0006
H 0.23573 3.93158 -1.01225 -0.0008
H 1.23278 3.70929 2.69707 -0.0006
H 0.99596 1.92296 3.17009 0.0008
H 2.53099 2.44728 2.37901 -0.0010
H 1.89143 -2.11696 0.49712 0.1087
C -0.88091 -1.97836 4.57226 -0.0687
C -0.55156 -0.72510 4.03590 0.1610
C -0.05699 -0.62907 2.73511 -0.0299
C 0.22581 -1.78892 1.99782 0.0675
C 0.72483 -1.87946 0.61436 0.0226
C 0.63153 -3.03122 -0.21183 0.2325
C 0.20824 -4.20128 0.37812 -0.0450
C -0.27411 -4.16905 1.67268 0.3977
C -0.28374 -3.01495 2.46947 -0.0817
C -0.79872 -3.09548 3.77861 0.1074
H -1.20840 -2.07336 5.62633 -0.0011
H -0.65666 0.16475 4.65661 0.0182
H 0.05330 0.37235 2.29372 -0.0303
H 1.05341 -2.92996 -1.21505 0.0333
H 0.23917 -5.06871 -0.23149 0.0046
H -0.63985 -5.09080 2.09330 0.0276
H -1.08354 -4.06915 4.14026 0.0012
```

Properties
HOMO (alpha / beta): -4.4660 / -6.3395 eV
F_max: 4.67 eV Å⁻¹
2S+1: 2
<S²>: 0.79
HOMO-LUMO gap (alpha / beta): 3.87 / 5.76 eV
Energy relative to the best compared isomer or geometry (same formula, charge and spin): 3.107 eV

***

# 2
ORCA calculation (wB97M-V/def2-TZVPD) on a single C23H30FN5O4 molecule.

Structure (XYZ):
```
63
Properties=species:S:1:pos:R:3:mulliken_charge:R:1
C -7.31108 -2.45201 -0.63710 -1.1166
C -6.46690 -2.22230 0.60781 -0.2783
O -5.60505 -1.09447 0.45942 -0.3883
C -4.46090 -1.31520 -0.22168 0.8030
O -4.11017 -2.39563 -0.63560 -0.6588
N -3.75031 -0.17465 -0.40772 0.1941
C -2.43087 -0.24822 -0.99299 -1.1564
C -1.38101 0.09813 0.07198 -0.1076
N -1.68153 1.38788 0.64912 -0.0682
C -1.07578 2.53319 0.29563 1.2201
C 0.05017 2.91550 -0.44422 0.4936
N 0.93999 2.30814 -1.25316 -0.2963
C 2.17872 2.96641 -1.60278 -1.0286
C 3.19989 3.03539 -0.44096 -1.0015
N 3.66104 1.79030 0.12412 0.0478
C 4.27963 0.87221 -0.80593 -0.3496
C 5.04899 -0.19983 -0.01982 -1.3684
N 4.15089 -0.91146 0.86402 0.1277
C 3.57396 -2.09938 0.45716 0.4282
C 4.38519 -3.09391 -0.11463 -0.6039
C 3.89025 -4.32067 -0.50077 -0.7114
C 2.55150 -4.63060 -0.32330 -0.4761
C 1.72204 -3.68416 0.24619 -0.6575
C 2.22772 -2.45425 0.61754 0.7289
F 1.31929 -1.57051 1.13157 -0.3058
C 3.49996 0.01432 1.76399 -1.6260
C 2.73659 1.10185 1.00077 0.3903
C -0.12070 4.33250 -0.09162 0.2442
O 0.48968 5.35049 -0.32985 -0.6568
C -1.34769 3.92610 0.69383 -0.4017
O -2.21011 4.46398 1.35288 -0.6695
C -2.99595 1.44078 1.25534 -0.8389
C -4.06085 1.09912 0.20294 -0.7443
H -8.00011 -3.27338 -0.46311 0.3832
H -6.66768 -2.70282 -1.47675 0.3107
H -7.87789 -1.55608 -0.87920 0.2942
H -7.09203 -1.98230 1.47044 0.3225
H -5.86006 -3.10831 0.82051 0.3318
H -2.28515 -1.26099 -1.37123 0.5645
H -2.36837 0.46826 -1.82053 0.2208
H -0.38228 0.09467 -0.35823 -0.1756
H -1.41071 -0.65136 0.86943 0.1954
H 0.93128 1.30034 -1.31586 0.3583
H 2.60900 2.44376 -2.45927 0.5109
H 1.94615 3.99312 -1.89189 0.4528
H 4.07637 3.57325 -0.81489 0.4114
H 2.76138 3.62495 0.36712 0.5098
H 4.97140 1.42823 -1.44207 0.5389
H 3.54054 0.36100 -1.45346 0.1919
H 5.52752 -0.88429 -0.71765 0.4596
H 5.81626 0.28808 0.58877 0.3517
H 5.43886 -2.89493 -0.23211 0.4788
H 4.56027 -5.04798 -0.93369 0.3845
H 2.15972 -5.58976 -0.62031 0.3912
H 0.67073 -3.87411 0.39845 0.4684
H 2.83704 -0.51723 2.44372 0.5208
H 4.28881 0.49284 2.35422 0.4229
H 2.31076 1.81973 1.70402 0.5190
H 1.90997 0.62073 0.45493 -0.1424
H -3.16838 2.43809 1.65923 0.5296
H -3.03308 0.70617 2.06616 0.2848
H -5.04807 1.05069 0.65718 0.4852
H -4.05885 1.87054 -0.57606 0.2570
```

Properties
HOMO: -7.7094 eV
F_max: 0.82 eV Å⁻¹
2S+1: 1
HOMO-LUMO gap: 8.19 eV
Energy relative to the best compared isomer or geometry (same formula, charge and spin): 0.012 eV
SMILES string: CCOC(=O)N1CCN(c2c(NCCN3CCN(c4ccccc4F)CC3)c(=O)c2=O)CC1

***

# 3
ORCA calculation (wB97M-V/def2-TZVPD) on a single C23H30FN7O3 molecule.

Structure (XYZ):
```
64
Properties=species:S:1:pos:R:3:mulliken_charge:R:1
C 2.87718 4.38054 -1.20463 -1.0639
N 3.45002 3.16389 -0.67378 -0.0183
C 4.76172 2.83890 -0.93522 0.4970
O 5.48768 3.52538 -1.61719 -0.6685
N 5.21628 1.66440 -0.35804 -0.0389
C 4.55916 0.75082 0.46384 -0.1534
O 5.14120 -0.20269 0.93970 -0.6691
C 3.19528 1.14906 0.63634 0.1047
C 2.69908 2.33011 0.09917 1.3283
N 1.41296 2.50910 0.46487 -0.8083
C 1.11239 1.45561 1.20836 0.8295
C -0.21432 1.25856 1.85294 -1.9008
N -1.02792 0.28094 1.13747 0.6282
C -1.42989 0.78910 -0.16661 -0.4211
C -2.24650 -0.28010 -0.89766 -1.4482
N -3.41345 -0.67792 -0.14318 0.0418
C -4.61397 0.00950 -0.27027 0.7437
C -4.75000 1.16017 -1.05494 -0.2967
C -5.97512 1.77987 -1.21464 -0.8297
C -7.08564 1.25809 -0.58255 0.3414
F -8.28455 1.86932 -0.72732 -0.3388
C -6.99340 0.11711 0.19318 -0.7467
C -5.76897 -0.50000 0.33888 -0.2442
C -2.99874 -1.16744 1.15367 -1.1002
C -2.20303 -0.09474 1.90694 -0.7606
N 2.15537 0.60865 1.35316 0.2232
C 2.17960 -0.69970 1.94432 -1.6346
C 1.56425 -1.72176 0.97064 -0.1656
N 2.29214 -1.69083 -0.28238 0.4173
C 1.49051 -1.86963 -1.47788 -0.5424
C 1.10545 -3.33845 -1.69777 -0.5680
O 2.25510 -4.15288 -1.76920 -0.4344
C 3.04412 -4.03269 -0.60172 -0.6335
C 3.44603 -2.57509 -0.34352 -0.7719
H 2.49760 4.99308 -0.38748 0.3167
H 3.66050 4.90858 -1.74442 0.4135
H 2.05348 4.13929 -1.87640 0.2963
H 6.19233 1.46336 -0.54664 0.2441
H -0.06743 0.89088 2.87293 0.4734
H -0.71173 2.24097 1.90083 0.4682
H -2.03055 1.70824 -0.05887 0.4965
H -0.53009 1.03506 -0.73385 0.2836
H -1.62867 -1.17746 -1.01827 0.4422
H -2.53697 0.06205 -1.88998 0.5587
H -3.89710 1.59649 -1.54868 0.2412
H -6.06847 2.66891 -1.81829 0.4201
H -7.87604 -0.28355 0.66608 0.4205
H -5.71696 -1.40769 0.91897 0.4159
H -2.36326 -2.04545 0.99924 0.3019
H -3.85890 -1.45943 1.75190 0.4106
H -2.86070 0.77352 2.09183 0.3706
H -1.87621 -0.49339 2.87061 0.5069
H 1.61640 -0.69577 2.88038 0.4316
H 3.22474 -0.94499 2.14051 0.5209
H 0.52723 -1.42503 0.79123 0.1318
H 1.57092 -2.70592 1.45996 0.2772
H 0.59978 -1.24282 -1.41657 0.0490
H 2.09540 -1.53593 -2.32709 0.4111
H 0.58207 -3.46984 -2.64640 0.4390
H 0.45375 -3.68098 -0.87654 0.3256
H 3.92575 -4.65236 -0.76927 0.3874
H 2.48701 -4.43384 0.26049 0.3054
H 4.02128 -2.49182 0.57760 0.3606
H 4.07482 -2.22935 -1.16879 0.3825
```

Properties
HOMO: -7.9138 eV
F_max: 1.47 eV Å⁻¹
2S+1: 1
HOMO-LUMO gap: 8.42 eV
SMILES string: Cn1c(=O)[nH]c(=O)c2c1nc(CN1CCN(c3ccc(F)cc3)CC1)n2CCN1CCOCC1

***

# 4
ORCA calculation (wB97M-V/def2-TZVPD) on a single C23H30N4O4 molecule.

Structure (XYZ):
```
61
Properties=species:S:1:pos:R:3:mulliken_charge:R:1
C 6.16416 2.01930 -1.97248 -1.3464
C 5.77120 1.05017 -3.03744 -0.1416
C 4.76844 0.18069 -2.99597 -0.8098
C 3.81206 -0.00818 -1.87282 0.7969
O 2.61043 -0.00752 -2.04441 -0.6073
N 4.42370 -0.20464 -0.66536 -0.1037
C 3.83988 -0.36552 0.59410 0.5888
C 4.67008 -0.36617 1.71398 -0.6719
C 4.12598 -0.48593 2.98070 -0.7211
C 2.76003 -0.60107 3.15112 -1.0299
C 1.92276 -0.61976 2.03487 0.2806
C 0.48502 -0.71917 2.19521 0.2641
N -0.10623 -0.49894 3.30353 -0.7006
O -1.45366 -0.60793 3.18065 -0.3428
C -1.81900 -0.85136 1.80841 1.9379
C -0.48197 -1.07605 1.08910 0.5470
C -2.84017 -1.98455 1.69757 -1.6354
C -3.74588 -1.60680 0.52476 -0.1456
C -5.24127 -1.66621 0.92369 0.2769
N -6.05916 -1.56484 -0.13292 -0.2946
O -5.60903 -1.80718 2.06822 -0.6462
N -3.36276 -0.23993 0.16300 0.1719
C -3.62126 0.24953 -1.06411 0.7295
O -4.28428 -0.39432 -1.86977 -0.7816
C -3.02993 1.59098 -1.43546 -1.0660
C -1.65932 1.36676 -2.08870 0.3957
C -0.94568 2.67521 -2.41427 -0.8400
C 0.37342 2.42460 -3.14296 0.3246
C 1.14216 3.71782 -3.38327 -1.4611
C -2.59963 0.34697 1.23801 -1.4704
C 2.46859 -0.51212 0.75874 -0.1652
H 7.11689 1.72688 -1.52801 0.3030
H 6.30776 3.00318 -2.41666 0.3986
H 5.41354 2.09903 -1.19066 0.3473
H 6.37036 1.10571 -3.93804 0.4145
H 4.52702 -0.41042 -3.86819 0.4106
H 5.43407 -0.19267 -0.66782 0.2411
H 5.73943 -0.26671 1.58904 0.3715
H 4.77794 -0.48232 3.84126 0.3815
H 2.32138 -0.68103 4.13202 0.5099
H -0.37165 -0.44225 0.21072 -1.0208
H -0.33590 -2.11422 0.78266 0.3991
H -3.44026 -2.00472 2.61146 0.4715
H -2.37178 -2.95763 1.56591 0.2883
H -3.60395 -2.24523 -0.35401 0.5359
H -7.05327 -1.52355 0.02331 0.2455
H -5.67454 -1.30811 -1.03780 0.2643
H -2.95012 2.25248 -0.57388 0.3445
H -3.69728 2.05247 -2.16492 0.4954
H -1.80089 0.78845 -3.00343 0.3805
H -1.02268 0.77480 -1.42710 -0.5568
H -0.75035 3.22251 -1.48802 0.3643
H -1.59208 3.29899 -3.03618 0.3735
H 0.99142 1.73742 -2.56204 -0.1345
H 0.16591 1.94422 -4.10130 0.3490
H 1.37952 4.20318 -2.43862 0.3346
H 2.07340 3.51334 -3.90624 0.3977
H 0.55396 4.40902 -3.98391 0.3734
H -3.26789 0.73340 2.01739 0.1945
H -1.93895 1.14287 0.90193 0.5469
H 1.83969 -0.51824 -0.11400 0.6422
```

Properties
HOMO: -8.5543 eV
F_max: 1.05 eV Å⁻¹
2S+1: 1
HOMO-LUMO gap: 8.98 eV
Energy relative to the best compared isomer or geometry (same formula, charge and spin): 1.173 eV
SMILES string: C/C=C\C(=O)Nc1cccc(C2=NO[C@@]3(C2)C[C@@H](C(N)=O)N(C(=O)CCCCC)C3)c1